Density functional theory data (ωB97M-V with the def2-TZVPD basis set) for C36H24F3N5O4PdSb as an isolated structure.

- energy above the lowest of the compared OMol25 structures with the same formula, charge and spin (kcal/mol) = 15.2
- spin multiplicity = 1
- total charge = -1

```
74
Properties=species:S:1:pos:R:3:mulliken_charge:R:1
Sb -1.74467 -1.17257 1.17139 1.15
Pd 0.08068 0.90981 -0.82790 0.17
F 4.03880 -3.52242 0.80560 -0.39
F -3.06204 0.85872 -4.60749 -0.42
F -5.01364 -6.44585 0.14328 -0.34
O 3.98788 0.31028 2.78635 -0.69
O -2.41217 3.43522 0.71976 -0.71
O 0.19454 0.59733 -2.75459 0.45
O 0.18164 1.10163 1.16994 -0.65
N -2.47590 5.40637 1.82215 -0.54
N 2.01441 0.91370 -0.57414 0.81
N 2.42837 0.84911 0.74686 -1.23
N 0.11042 7.41039 0.69449 -0.61
N 0.43711 3.60427 -1.56193 -0.54
C -4.29322 -5.31874 0.35256 0.44
C -2.02976 -0.45873 -0.84696 -0.37
C 0.57395 1.08530 3.87853 -0.58
C 3.49899 1.25423 -5.15325 -0.80
C 1.27174 0.84286 -3.44438 0.50
C -4.90100 -4.09535 0.15395 -0.65
C -0.11491 4.24165 -0.76544 0.44
C -1.90469 4.54780 0.90045 0.75
C -2.34051 0.89266 -1.06359 -0.79
C 1.40378 0.95395 1.55733 1.04
C 0.71883 0.95335 5.24631 -0.98
C 0.83036 -2.26833 -0.26791 0.19
C 1.13032 0.90344 -4.85073 -0.99
C 0.88986 -2.35736 2.12465 -0.70
C 2.77506 -3.04760 0.85772 0.43
C 3.04101 0.39244 4.92762 -0.66
C -2.73514 0.44674 -3.36425 0.28
C -4.15203 -2.94802 0.37326 -0.34
C 2.88388 0.94769 -1.50934 -0.91
C -0.25835 6.33734 0.46165 -0.19
C 2.57809 0.99735 -2.91609 0.83
C -2.81768 -3.01157 0.77490 -0.35
C -2.97963 -5.43308 0.75326 -0.75
C 2.18660 -2.85578 2.08940 -0.79
C 0.19411 -2.05863 0.95427 0.07
C -0.76510 5.05209 0.18348 0.03
C 1.64822 0.87657 3.01354 0.52
C 2.12436 -2.76536 -0.32683 -0.52
C 3.66147 1.19335 -3.79150 -0.72
C -2.69432 1.35088 -2.34301 -0.50
C -2.45003 -0.90509 -3.18556 -0.81
C 1.96187 0.60006 5.76483 -0.37
C -2.24831 -4.26843 0.96072 0.02
C -2.10238 -1.35187 -1.93394 -0.28
C 2.20709 1.10673 -5.67620 -0.49
C 2.90178 0.53380 3.54636 0.46
H -5.93381 -4.05280 -0.16524 0.42
H -0.38008 1.34973 3.44069 0.50
H -2.50362 -1.57441 -4.03439 0.38
H -3.10077 4.96341 2.47226 0.25
H 2.04978 1.15843 -6.74717 0.40
H -1.90148 -2.40636 -1.78581 0.56
H 3.72226 0.45506 1.84489 0.57
H 2.63201 -2.91526 -1.27083 0.47
H -2.90785 2.39673 -2.51619 0.50
H -1.94662 6.19718 2.14947 0.21
H -4.62551 -1.98447 0.21259 0.36
H -2.54306 -6.41336 0.89162 0.43
H 2.09089 0.48895 6.83477 0.38
H -2.36031 1.61181 -0.24392 1.10
H -1.20962 -4.35322 1.26032 0.38
H 0.43614 -2.17097 3.09246 0.43
H 0.33421 -2.01772 -1.19779 0.06
H 2.74402 -3.06094 2.99336 0.43
H 3.92813 0.94307 -1.20621 0.28
H 4.34635 1.41875 -5.80444 0.38
H 4.01420 0.12021 5.31523 0.43
H 4.65011 1.30564 -3.36002 0.36
H -0.12404 1.12208 5.90289 0.43
H 0.12890 0.79614 -5.24807 0.38
```


Density functional theory data (ωB97M-V with the def2-TZVPD basis set) for a 3-piece molecular cluster, CH10N3O2 overall.

- energy above the lowest of the compared OMol25 structures with the same formula, charge and spin (kcal/mol) = 44.2
- spin multiplicity = 1
- total charge = +1

```
16
Properties=species:S:1:pos:R:3:nbo_charge:R:1
O -1.47552 2.60498 -1.29671 -0.99
O -0.72645 -0.11368 2.15022 -0.95
N 1.93906 -0.41208 -0.40313 -0.78
N -0.45987 -0.20254 -0.48167 -0.79
N 0.75267 -2.24911 0.28444 -0.75
C 0.71052 -0.91982 -0.20560 0.72
H -0.49986 0.70442 -0.94673 0.45
H -0.07206 -2.69479 0.56252 0.42
H -2.36163 2.65539 -0.83652 0.50
H -1.53359 3.08118 -2.18135 0.51
H 2.18635 0.40643 -0.98768 0.44
H -0.78030 0.41057 3.00669 0.48
H -0.91204 0.76310 1.62244 0.47
H 1.60633 -2.44086 0.78291 0.42
H 2.91001 -0.87443 -0.28146 0.45
H -1.28362 -0.71875 -0.78838 0.43
```


Density functional theory data (ωB97M-V with the def2-TZVPD basis set) for an isolated molecule of C3H8N2OS.

- energy above the lowest of the compared OMol25 structures with the same formula, charge and spin (kcal/mol) = 117.5
- spin multiplicity = 1
- SMILES = N=S1(=N)CCCO1

```
15
Properties=species:S:1:pos:R:3:nbo_charge:R:1
S -1.19703 0.09915 -0.06666 1.93
O -0.31007 -1.22212 0.58454 -0.70
N -1.83767 1.01187 0.99328 -1.16
N -1.98074 -0.31379 -1.39144 -1.12
C 1.04354 -1.15785 0.24059 -0.05
C 1.52255 0.24359 0.23131 -0.46
C 0.41352 1.03650 -0.47395 -0.55
H 0.03856 2.03080 -0.16426 0.26
H 2.39722 0.51862 -0.30727 0.24
H -2.72905 -0.99545 -1.31528 0.39
H 1.67420 -1.92153 0.96134 0.20
H 1.50222 0.49662 1.21937 0.22
H 1.06786 -1.47854 -0.75003 0.17
H -2.07645 0.62001 1.86894 0.39
H 0.47133 1.03212 -1.63046 0.24
```


Density functional theory data (ωB97M-V with the def2-TZVPD basis set) for an isolated molecule of C10H10N2.

- energy above the lowest of the compared OMol25 structures with the same formula, charge and spin (kcal/mol) = 146.2
- spin multiplicity = 1
- SMILES = C=C=NN(C)C1=C=CC=CC=C1

```
22
Properties=species:S:1:pos:R:3:nbo_charge:R:1
N -0.09435 -1.98003 1.24069 -0.27
N -0.63443 -1.35012 0.18729 -0.23
C 0.36109 2.18826 0.62085 -0.30
C 0.53337 -1.63353 2.22802 0.36
C -0.29765 1.29895 -2.11455 -0.18
C -1.09913 0.48010 -1.39885 -0.20
C 1.27379 2.34574 -0.47852 -0.15
C 0.93973 1.90805 -1.71916 -0.24
C -1.27701 -2.26147 -0.73251 -0.40
C -0.32114 1.05318 0.65572 0.00
C -0.61642 0.00099 -0.10072 0.08
C 1.19490 -1.47519 3.33168 -0.60
H 1.59832 2.17198 -2.53773 0.21
H -0.60670 1.53335 -3.12730 0.22
H -1.01339 -2.01291 -1.76322 0.21
H -0.92558 -3.26783 -0.50763 0.23
H -2.36764 -2.23584 -0.62522 0.19
H 2.18158 2.92191 -0.34333 0.21
H 0.26245 2.96964 1.35839 0.22
H -2.05643 0.16646 -1.79719 0.21
H 2.27062 -1.51667 3.35407 0.23
H 0.69400 -1.30502 4.26920 0.23
```


Density functional theory data (ωB97M-V with the def2-TZVPD basis set) for C33H26N14OS2Zn as an isolated structure.

- spin multiplicity = 1
- total charge = +2

```
77
Properties=species:S:1:pos:R:3:mulliken_charge:R:1
Zn 0.66553 -1.51595 0.79140 -0.38
S 0.06564 -2.00878 3.14312 -0.42
S 5.54517 -7.19253 -0.16312 0.23
O -1.88991 4.23031 -1.40868 -0.27
N -2.05316 6.03881 -2.65216 -0.45
N -1.89630 -3.61383 2.26383 -0.33
N -1.57274 -3.51795 4.52245 -0.42
N -3.14457 -0.58053 -1.13735 -0.80
N 5.70408 -5.84400 0.70157 -0.64
N 1.33428 0.43710 0.50083 -0.24
N -1.33130 -0.97614 0.12275 0.86
N -3.38044 -0.26096 0.15511 0.68
N 0.91470 -3.30900 -0.28124 -0.15
N 2.36575 2.28806 0.05675 0.63
N 2.69408 -2.08759 1.33620 0.59
N -3.33945 5.61869 -2.31101 -0.46
N 4.07711 -6.96054 -0.78073 -0.64
N 1.73479 2.51567 1.23072 -0.80
C -1.90619 -0.99761 -1.11913 -0.73
C 2.36811 -5.18313 -0.61596 0.29
C 0.93347 4.28081 -1.38405 -0.18
C 2.31657 4.27127 -1.44168 1.20
C 3.14946 3.34511 -0.58895 -1.29
C 0.22544 -5.13077 -1.67009 -1.10
C 0.87466 6.08532 -2.98587 -0.98
C 2.08417 -3.94519 -0.04752 -0.21
C -6.25464 2.12418 0.00528 -0.93
C -6.55287 3.38333 -0.49076 -0.65
C 3.65441 -5.79458 -0.31143 0.91
C 0.01561 -3.89746 -1.06750 0.02
C -4.67688 0.28782 0.56476 -1.07
C 2.25948 6.06786 -3.04376 -0.63
C -3.19199 4.56916 -1.59090 0.55
C -2.30284 -0.48556 0.89047 -0.34
C 1.12624 1.38317 1.46744 -0.48
C -1.22146 -3.12036 3.30502 0.84
C -1.24877 5.20483 -2.10523 0.57
C 5.15276 -3.18164 1.98639 -0.61
C -4.94185 1.66620 0.00981 1.12
C 4.58244 -5.15676 0.53493 0.93
C 4.28145 -3.86410 1.13459 0.14
C 2.11811 1.05991 -0.37193 0.10
C 0.21399 5.18502 -2.15932 -0.18
C -3.93006 2.47009 -0.48803 -0.31
C 3.05588 -3.27997 0.83784 0.11
C 2.97901 5.16274 -2.27934 -0.94
C 3.52891 -1.44601 2.14107 -0.19
C 4.77341 -1.96071 2.49516 -0.93
C 1.41697 -5.78069 -1.44196 -0.55
C -4.23442 3.72689 -1.00122 -0.10
C -5.54582 4.18642 -1.00072 -0.96
H 3.19823 -0.48567 2.52031 0.50
H -7.05208 1.49297 0.38097 0.45
H 1.63357 -6.74408 -1.88635 0.56
H -1.07756 -3.15232 5.31967 0.23
H 3.64406 3.88353 0.21730 0.32
H -2.24507 -0.30181 1.95235 0.45
H 0.52905 1.21804 2.35104 0.60
H 0.39583 3.60979 -0.72675 0.73
H 4.06199 5.15710 -2.33334 0.46
H -2.59877 -4.32871 2.37022 0.22
H 0.29922 6.78661 -3.57523 0.53
H 5.41728 -1.40127 3.15849 0.46
H -4.68082 0.28082 1.65564 0.27
H -0.53949 -5.55702 -2.30311 0.49
H 6.11042 -3.62486 2.22806 0.57
H 3.91581 2.85266 -1.18688 0.47
H -1.60474 -3.36714 1.33430 0.02
H -5.43840 -0.40873 0.21840 0.49
H 2.78094 6.76215 -3.68873 0.42
H -2.90328 2.12609 -0.51603 0.70
H -5.76491 5.16256 -1.41202 0.54
H -2.31428 -4.17968 4.68595 0.20
H -1.39088 -1.29686 -2.01810 0.56
H 2.51675 0.65235 -1.28720 0.50
H -0.91275 -3.36626 -1.22387 0.42
H -7.57617 3.73331 -0.49296 0.42
```


Density functional theory data (ωB97M-V with the def2-TZVPD basis set) for C23H55AsCl6F6N7O8 as an isolated structure.

- spin multiplicity = 1
- total charge = -1

```
106
Properties=species:S:1:pos:R:3:mulliken_charge:R:1
As -15.77154 -5.96648 -19.20901 2.03
Cl -15.54670 -2.53982 -24.77001 -0.21
Cl -14.85924 -10.31504 -15.67403 -0.20
Cl -15.25406 -8.17145 -12.83870 -0.17
Cl -17.53413 -11.77324 -17.18346 -0.23
Cl -15.88342 -5.00528 -13.17350 -0.25
Cl -17.65235 -1.30141 -22.44478 -0.21
F -15.95346 -7.77687 -19.39585 -0.46
F -16.34645 -6.06019 -17.54156 -0.23
F -15.54784 -4.19563 -19.06630 -0.25
F -17.42319 -5.66779 -19.88176 -0.39
F -15.09024 -5.82788 -20.80316 -0.48
F -14.09836 -6.29148 -18.56768 -0.78
O -10.90464 -8.43541 -15.61956 -0.75
O -10.21962 -2.96137 -20.14586 -0.71
O -13.56993 -1.25339 -20.27606 -0.72
O -21.10955 -2.56416 -20.10517 -0.71
O -19.74743 -8.15560 -19.25715 -0.72
O -17.98796 -2.54027 -14.43533 -0.63
O -20.55266 -6.67062 -15.04465 -0.69
O -13.23686 -10.76913 -20.24740 -0.58
N -12.15185 -6.89109 -16.61798 0.14
N -15.30922 -1.49774 -19.11783 -0.02
N -12.28798 -3.64089 -19.58803 -0.03
N -18.92921 -7.88437 -21.37048 -0.15
N -15.08588 -9.84760 -20.97695 -0.16
N -19.55786 -6.44988 -16.99353 0.46
N -19.23015 -3.57044 -19.67656 0.58
C -17.22603 -3.13383 -16.60632 0.00
C -11.68642 -8.10872 -16.51207 0.73
C -14.68982 -12.25002 -21.35171 -1.14
C -15.68051 -3.07214 -23.08239 -0.08
C -21.07068 -4.87442 -20.71181 -0.60
C -14.99710 0.62540 -20.19794 -1.19
C -14.20134 -7.08076 -13.78494 -0.25
C -10.41515 -5.09357 -18.94331 -1.02
C -18.49320 -3.10223 -15.72959 0.85
C -14.28081 -10.90450 -20.80531 0.76
C -20.46178 -3.58603 -20.09001 0.63
C -16.18173 -9.45087 -16.49575 0.28
C -21.93087 -6.73539 -16.95813 -1.00
C -16.82430 -10.20802 -17.62760 0.69
C -20.62113 -6.60899 -16.26476 0.70
C -19.58168 -2.21551 -16.22998 -1.58
C -20.16949 -9.82931 -20.82233 -1.36
C -11.88580 -9.03041 -17.69057 -0.87
C -10.96419 -3.78472 -19.57828 0.76
C -17.10110 -3.03961 -22.54344 0.41
C -15.07810 -6.03928 -14.43148 0.29
C -14.56081 -0.76011 -19.88873 0.80
C -19.63175 -8.48202 -20.43210 0.71
H -20.09833 -10.01891 -21.89335 0.44
H -15.00310 -2.37359 -22.59123 0.04
H -14.38316 -12.38292 -22.38921 0.31
H -16.71749 -2.17039 -16.64190 0.35
H -12.65197 -6.61822 -17.45196 -0.17
H -15.65882 0.95506 -19.39697 0.35
H -9.33038 -5.01327 -19.01346 0.35
H -18.74116 -4.15034 -15.56207 0.25
H -19.93710 -2.52109 -17.21405 0.22
H -14.81911 -8.94049 -20.62187 0.04
H -16.02101 -9.94103 -21.34696 0.06
H -16.91244 -9.20539 -15.72510 0.45
H -14.06547 1.16257 -20.37575 0.36
H -18.87143 -2.65636 -19.44018 0.15
H -21.01528 -5.61334 -19.91242 -0.15
H -20.47689 -5.28143 -21.53025 0.26
H -12.87843 -4.23856 -19.02744 0.03
H -13.53932 -7.65809 -14.43032 -0.07
H -15.95359 -8.42470 -16.78388 -0.72
H -17.14767 -3.34533 -21.49823 -0.68
H -10.70999 -5.99503 -19.48047 0.28
H -22.12196 -4.72216 -20.95622 0.35
H -15.08934 -2.41074 -18.74609 -0.07
H -18.74707 -6.34496 -16.40048 -0.02
H -16.03886 -10.35088 -18.36974 -0.11
H -15.77811 -12.24959 -21.41268 0.33
H -15.53535 0.53834 -21.14177 0.22
H -15.81283 -6.59947 -15.00981 -0.24
H -20.50335 -2.26752 -15.65040 0.40
H -13.48465 -6.60187 -13.11777 0.46
H -19.49026 -6.92328 -17.88315 0.03
H -11.94585 -6.18042 -15.93051 0.32
H -14.29275 -13.07704 -20.76309 0.29
H -21.20328 -10.01036 -20.52807 0.29
H -16.28317 -1.23374 -19.07505 0.08
H -15.29965 -4.08590 -22.95855 0.19
H -14.58882 -5.37602 -15.14478 0.18
H -22.01842 -7.79684 -17.19000 0.24
H -17.52823 -9.49925 -18.06374 -0.25
H -12.45011 -8.66840 -18.54999 0.24
H -17.78849 -3.57306 -23.19996 0.46
H -12.66890 -2.78721 -19.97042 0.28
H -22.01254 -6.27192 -17.94130 0.15
H -17.30939 -3.51432 -17.62435 -0.31
H -17.40395 -3.21013 -14.07227 0.26
H -16.52897 -3.75740 -16.04652 -0.31
H -10.66144 -5.19192 -17.88606 0.26
H -18.61302 -8.34288 -22.21303 0.23
H -18.48792 -7.05167 -21.00719 -0.11
H -10.90828 -9.44796 -17.93187 0.38
H -22.78146 -6.42075 -16.35348 0.37
H -12.49886 -9.85628 -17.32975 0.17
H -19.30553 -1.16420 -16.14888 0.36
H -18.62577 -4.31984 -19.98188 -0.51
H -19.53866 -10.59387 -20.36889 0.27
```


Density functional theory data (ωB97M-V with the def2-TZVPD basis set) for an isolated molecule of C8H12O3S.

- energy above the lowest of the compared OMol25 structures with the same formula, charge and spin (kcal/mol) = 37.1
- spin multiplicity = 1

```
24
Properties=species:S:1:pos:R:3:nbo_charge:R:1
S -1.10914 -0.56670 1.45761 0.85
O 0.69678 0.19764 1.19466 -0.74
O 1.24598 -0.15453 -0.95383 -0.51
O 2.27725 -0.00513 -2.94005 -0.56
C -2.09571 -3.12380 2.15485 -0.66
C 2.29728 1.87333 -1.48885 -0.54
C -1.76488 -2.08322 1.12750 -0.45
C 1.90236 1.88712 -0.03264 -0.44
C -1.50650 0.09972 -0.27613 -0.47
C 0.80094 0.79344 0.00436 0.52
C -0.57146 1.27504 -0.33443 -0.48
C 1.93196 0.45214 -1.91336 0.79
H 2.78775 1.46019 0.46384 0.24
H -1.95483 -2.42210 0.17599 0.19
H -1.25869 -0.76259 -0.86852 0.24
H -0.80981 2.12660 0.23610 0.23
H -0.49437 1.59227 -1.44511 0.21
H 1.34484 2.76747 0.26264 0.22
H 1.72196 2.65768 -2.06691 0.23
H -1.53719 -3.90385 1.68058 0.22
H -3.12041 -3.46963 2.25943 0.23
H -2.48250 0.32409 -0.29153 0.22
H -1.69676 -2.99265 3.18779 0.23
H 3.39514 1.97747 -1.59397 0.24
```


Density functional theory data (ωB97M-V with the def2-TZVPD basis set) for an isolated molecule of C3H6O2.

- energy above the lowest of the compared OMol25 structures with the same formula, charge and spin (kcal/mol) = 18.1
- spin multiplicity = 1
- SMILES = CC(=O)CO

```
11
Properties=species:S:1:pos:R:3:nbo_charge:R:1
O 1.51208 0.14490 0.56139 -0.56
O -0.33337 -0.86961 2.05320 -0.71
C -0.77300 -0.30116 0.85759 -0.16
C 0.42950 0.09653 0.00838 0.57
C 0.32649 0.41934 -1.46159 -0.72
H -0.49363 -0.08778 -1.98015 0.23
H -1.37038 0.61156 1.03793 0.19
H -1.42124 -1.00392 0.31712 0.19
H 0.22124 1.49978 -1.61427 0.25
H 0.61145 -0.63466 2.10066 0.49
H 1.29086 0.12503 -1.88025 0.25
```


no.,strongest force on any atom (eV/A),frontier orbital gap (Eh)
1,0.4,0.2511
2,4.7,0.4372
3,3.7,0.3609
4,1.1,0.3130
5,0.4,0.2431
6,5.7,0.3161
7,5.0,0.3119
8,0.4,0.4094